w) Density functional theory data (the ωB97M-V functional and the def2-TZVPD basis) for a cluster of 2 separate species, C7H10O2 in total.

Last column: Löwdin charge in e.
Atoms and positions in Å:
C  -0.702  -1.302  1.432  -0.066
C  -1.374  -1.518  0.102  -0.246
C  -2.092  -0.260  -0.045  -0.133
C  -2.248  -0.944  1.303  -0.148
C  -2.621  -2.365  0.616  -0.035
H  -0.285  -2.060  2.042  0.078
H  -0.149  -0.327  1.675  0.105
H  -1.557  0.705  -0.024  0.103
H  -2.941  -0.208  -0.710  0.097
H  -3.632  -2.249  0.094  0.105
H  -2.562  -3.225  1.393  0.118
C  3.131  2.587  -1.002  -0.098
O  2.671  1.313  -1.387  -0.140
C  1.612  0.574  -0.931  -0.295
O  1.104  0.826  0.129  0.061
H  4.122  2.651  -1.705  0.131
H  3.506  2.536  0.053  0.094
H  2.502  3.489  -1.328  0.108
H  1.515  -0.223  -1.706  0.161

Summary:
total charge: 0
LUMO energy: 0.0311 Eh



x) Density functional theory data (the ωB97M-V functional and the def2-TZVPD basis) for a cluster of 2 separate species, C7H10O2 in total.

Last column: Löwdin charge in e.
Atoms and positions in Å:
C  0.161  2.141  -0.406  -0.094
C  -0.373  0.872  -1.051  -0.179
C  0.712  -0.220  -1.189  -0.400
O  1.899  0.007  -1.234  0.098
C  0.127  -1.512  -1.744  -0.204
O  -0.996  -1.895  -1.562  0.085
H  0.550  1.925  0.586  0.072
H  -0.628  2.886  -0.321  0.074
H  0.972  2.553  -1.002  0.076
H  -1.216  0.442  -0.513  0.097
H  -0.722  1.078  -2.067  0.128
H  0.871  -2.099  -2.316  0.134
C  0.748  -1.547  1.226  -0.006
C  -0.210  -0.862  1.785  -0.171
C  -1.137  -0.187  2.381  0.010
H  0.540  -2.482  0.719  0.076
H  1.788  -1.313  1.406  0.082
H  -1.472  -0.464  3.373  0.063
H  -1.614  0.677  1.929  0.060

Summary:
total charge: 0
LUMO energy: -0.0121 Eh



Most stable: x). Least stable: w).



w) Density functional theory data (the ωB97M-V functional and the def2-TZVPD basis) for a cluster of 2 separate species, C7H10O2 in total.

Last column: Löwdin charge in e.
Atoms and positions in Å:
C  1.449  -0.657  2.103  -0.058
C  0.610  -0.817  0.835  -0.272
C  1.101  -0.010  -0.172  -0.070
C  0.378  -0.001  -1.395  -0.041
C  -0.886  -0.472  -1.525  -0.343
O  -1.638  -0.543  -2.667  0.043
C  -1.440  -1.089  -0.369  -0.008
C  -0.717  -1.278  0.782  -0.043
H  1.707  -1.608  2.609  0.080
H  0.841  -0.104  2.797  0.071
H  2.416  -0.233  1.886  0.062
H  2.048  0.488  -0.104  0.104
H  0.898  0.446  -2.266  0.128
H  -1.737  0.339  -3.020  0.105
H  -2.438  -1.470  -0.609  0.121
H  -1.058  -1.892  1.610  0.113
O  -0.596  2.841  -0.528  -0.051
H  0.081  2.508  0.064  0.019
H  -1.018  3.551  -0.030  0.039

Summary:
total charge: 0
LUMO energy: 0.0250 Eh



x) Density functional theory data (the ωB97M-V functional and the def2-TZVPD basis) for an isolated molecule of C7H10O2.

Last column: Löwdin charge in e.
Atoms and positions in Å:
C  3.043  0.095  -0.087  -0.048
C  1.512  -0.343  -0.069  -0.272
C  0.828  -1.411  -0.182  -0.019
O  -0.648  -1.205  0.102  -0.123
C  -1.464  0.022  0.141  -0.465
C  -3.008  -0.205  -0.127  -0.063
C  -0.628  0.859  -0.550  -0.233
O  0.011  2.063  0.059  0.054
C  0.604  0.769  0.223  -0.259
H  3.458  0.976  -0.732  0.091
H  3.223  0.428  0.983  0.076
H  3.870  -0.766  -0.436  0.117
H  1.198  -2.526  -0.038  0.175
H  -1.589  0.368  1.281  0.168
H  -3.343  1.072  -0.051  0.155
H  -3.263  -0.637  -1.232  0.100
H  -3.360  -0.815  1.008  0.160
H  -0.884  0.787  -1.640  0.195
H  0.437  0.469  1.347  0.191

Summary:
total charge: 0
LUMO energy: 0.0315 Eh



Most stable: w). Least stable: x).



w) Density functional theory data (the ωB97M-V functional and the def2-TZVPD basis) for a structure of composition C3H3FO.

Last column: Löwdin charge in e.
Atoms and positions in Å:
C  -0.217  -0.394  -0.172  -0.058
C  0.782  -0.081  0.745  0.024
C  -0.106  0.907  -0.619  -0.026
O  0.762  1.346  0.354  -0.018
F  -2.810  0.246  0.330  -0.314
H  -0.646  -1.346  -0.282  0.097
H  1.395  -0.518  1.603  0.151
H  -0.256  1.585  -1.460  0.145

Summary:
total charge: 0
LUMO energy (spin up / spin down): -0.1114 / -0.0524 Eh



x) Density functional theory data (the ωB97M-V functional and the def2-TZVPD basis) for an isolated molecule of C3H3FO.

Last column: Löwdin charge in e.
Atoms and positions in Å:
C  -0.648  1.056  0.019  0.126
C  -0.427  -0.299  -0.153  -0.280
F  -1.467  -1.168  -0.214  0.040
C  0.933  -0.813  0.142  -0.206
O  1.905  -0.271  -0.339  0.070
H  -1.577  1.537  -0.249  0.068
H  0.277  1.641  0.076  0.075
H  1.004  -1.682  0.717  0.106

Summary:
total charge: 0
LUMO energy: -0.0054 Eh



y) Density functional theory data (the ωB97M-V functional and the def2-TZVPD basis) for a cluster of 2 separate species, C3H3FO in total.

Last column: Löwdin charge in e.
Atoms and positions in Å:
C  1.519  0.970  -0.214  0.160
C  0.367  0.656  -0.009  -0.168
C  -0.650  -0.303  0.012  0.046
O  -2.481  0.654  0.422  -0.151
F  -3.381  -0.114  -0.269  -0.188
H  2.407  1.451  0.059  0.033
H  -0.608  -0.746  1.062  0.129
H  -0.948  -0.770  -0.996  0.139

Summary:
total charge: 0
LUMO energy: -0.0419 Eh



Most stable: x). Least stable: y).



w) Density functional theory data (the ωB97M-V functional and the def2-TZVPD basis) for an isolated molecule of C3H3FO.

Last column: Löwdin charge in e.
Atoms and positions in Å:
C  0.710  0.751  0.760  0.128
C  0.026  0.287  -0.279  -0.355
F  -0.161  1.115  -1.283  0.061
C  -0.651  -1.002  -0.484  -0.200
O  -0.710  -1.896  0.336  0.063
H  1.051  1.803  0.830  0.094
H  0.864  0.108  1.608  0.072
H  -1.129  -1.165  -1.489  0.138

Summary:
total charge: 0
LUMO energy: -0.0099 Eh



x) Density functional theory data (the ωB97M-V functional and the def2-TZVPD basis) for a cluster of 2 separate species, C3H3FO in total.

Last column: Löwdin charge in e.
Atoms and positions in Å:
H  1.026  0.162  1.428  0.112
O  -1.999  1.437  -0.570  0.009
C  0.939  -0.205  0.403  -0.252
C  0.024  -1.053  -0.052  0.005
C  -1.238  2.253  -0.383  0.001
F  1.939  0.245  -0.381  -0.009
H  0.018  -1.390  -1.091  0.072
H  -0.708  -1.450  0.648  0.062

Summary:
total charge: 0
LUMO energy: 0.0440 Eh



y) Density functional theory data (the ωB97M-V functional and the def2-TZVPD basis) for an isolated molecule of C3H3FO.

Last column: Löwdin charge in e.
Atoms and positions in Å:
O  -2.540  0.854  0.040  0.185
C  -1.523  0.330  -0.087  -0.348
C  -0.044  0.355  -0.423  0.054
C  -0.708  -0.844  0.340  -0.216
F  -0.787  -2.129  -0.152  -0.013
H  0.063  0.082  -1.401  0.089
H  0.540  0.872  0.211  0.070
H  -0.408  -1.025  1.454  0.179

Summary:
total charge: 0
LUMO energy: 0.0147 Eh



Most stable: x). Least stable: y).



w) Density functional theory data (the ωB97M-V functional and the def2-TZVPD basis) for a cluster of 2 separate species, CH2ClNOS2 in total.

Last column: Löwdin charge in e.
Atoms and positions in Å:
O  0.248  0.429  -0.499  -0.133
C  -0.133  -0.277  0.473  -0.843
S  0.855  -1.853  0.824  0.719
N  -1.021  0.041  1.390  -0.474
S  -1.834  -0.218  2.698  0.811
H  1.926  -1.457  0.088  -0.127
Cl  -0.281  2.276  -2.535  0.253
H  0.240  1.058  -2.440  -0.207

Summary:
total charge: 0
LUMO energy (spin up / spin down): -0.0946 / -0.1099 Eh



x) Density functional theory data (the ωB97M-V functional and the def2-TZVPD basis) for an isolated molecule of CH2ClNOS2.

Last column: Löwdin charge in e.
Atoms and positions in Å:
O  -2.441  -1.090  0.249  0.036
C  -1.296  -1.026  -0.080  -0.532
N  -0.562  0.140  -0.326  -0.725
Cl  -0.785  1.337  0.781  0.629
S  1.451  -0.396  -0.484  0.330
S  2.182  1.008  0.634  0.226
H  -0.860  -2.008  -0.352  0.115
H  2.311  2.035  -0.422  -0.079

Summary:
total charge: 0
LUMO energy: -0.0294 Eh



Most stable: x). Least stable: w).



w) Density functional theory data (the ωB97M-V functional and the def2-TZVPD basis) for a structure of composition C4H7FS.

Last column: Löwdin charge in e.
Atoms and positions in Å:
C  -1.648  0.510  -0.247  -0.151
C  -0.316  0.291  0.510  -0.521
C  0.751  1.117  0.040  -0.527
C  0.379  -0.978  0.313  -0.489
H  -1.475  0.872  -1.411  0.174
H  -1.957  1.368  0.379  0.115
H  -0.437  0.707  1.599  0.174
H  1.035  1.892  0.911  0.130
H  0.413  1.722  -0.867  0.096
H  0.599  -1.690  1.063  0.045
H  0.085  -1.836  -0.618  0.162
F  -2.597  -0.543  -0.118  -0.068
S  1.882  -0.237  -0.231  0.858

Summary:
total charge: 0
LUMO energy: 0.0289 Eh



x) Density functional theory data (the ωB97M-V functional and the def2-TZVPD basis) for a cluster of 2 separate species, C4H7FS in total.

Last column: Löwdin charge in e.
Atoms and positions in Å:
C  -0.964  1.724  0.681  -0.499
C  0.492  -0.086  0.169  -0.653
C  1.199  -0.996  -0.886  -0.124
C  -0.199  -1.162  -0.480  -0.384
H  -0.229  2.039  1.710  0.094
H  -1.854  2.534  0.343  0.079
H  -1.368  0.362  1.053  0.172
H  0.700  -0.308  1.292  0.164
H  1.438  -0.490  -1.832  0.087
H  2.024  -1.752  -0.541  0.146
H  -0.980  -1.064  -1.266  0.160
F  -0.536  -2.309  0.329  -0.052
S  0.277  1.507  -0.572  0.809

Summary:
total charge: 0
LUMO energy: 0.0244 Eh



y) Density functional theory data (the ωB97M-V functional and the def2-TZVPD basis) for a cluster of 2 separate species, C4H7FS in total.

Last column: Löwdin charge in e.
Atoms and positions in Å:
C  2.298  -0.242  -0.346  -0.138
C  0.884  -0.320  0.158  -0.236
C  -0.116  0.700  0.204  -0.282
C  -1.611  0.495  0.635  -0.534
H  3.005  0.170  0.532  0.094
H  2.295  -1.781  -0.443  0.190
H  2.091  0.394  -1.493  0.155
H  0.481  -1.366  0.288  0.089
H  -2.072  1.481  1.089  0.105
H  -1.768  -0.376  1.285  0.030
H  -2.447  -1.040  -1.117  -0.131
F  -0.017  1.918  -0.415  0.009
S  -3.022  -0.033  -0.378  0.651

Summary:
total charge: 0
LUMO energy: 0.0156 Eh



Most stable: w). Least stable: y).